Version a
Here is a 2-piece molecular cluster, C3H6N2O2 overall from the OMol25 dataset. Energies are from the ωB97M-V functional and the def2-TZVPD basis.

Cartesian coordinates (Å):
1 C 0.08 0.35 2.18
2 C -0.28 -1.44 -1.56
3 C -1.41 1.86 0.84
4 N 0.88 -0.75 -1.46
5 N -0.47 0.86 1.25
6 O 0.72 -0.23 2.96
7 O 1.42 -0.67 -0.34
8 H -0.36 -2.40 -0.92
9 H -1.03 -0.72 -1.07
10 H -0.63 -1.71 -2.58
11 H -0.85 2.75 0.68
12 H -1.86 1.43 -0.08
13 H -2.16 2.12 1.49

Results
Multiplicity: 3
Expectation value of S²: 2.008
Gap between HOMO and LUMO (alpha / beta), eV: 9.00 / 9.32
HOMO (alpha / beta), eV: -8.3 / -10.2

***

Version b
Here is a single C3H6N2O2 molecule from the OMol25 dataset. Energies are from the ωB97M-V functional and the def2-TZVPD basis.

Cartesian coordinates (Å):
1 C -0.61 -1.70 -1.00
2 C 0.36 -0.94 -0.47
3 C -0.95 1.00 0.43
4 N 0.31 0.30 0.27
5 N 1.45 0.90 0.57
6 O 2.49 0.33 0.32
7 O 1.35 1.85 1.27
8 H -0.26 -2.71 -1.48
9 H -1.67 -1.71 -0.80
10 H 1.33 -1.14 -0.68
11 H -0.97 1.95 -0.15
12 H -1.78 0.45 0.11
13 H -1.04 1.41 1.60

Results
Multiplicity: 3
Expectation value of S²: 2.010
Gap between HOMO and LUMO (alpha / beta), eV: 6.31 / 7.80
HOMO (alpha / beta), eV: -5.6 / -10.6

***

Calculated relative energies: version a 0.0000; version b 0.1737, given in hartree

***

Version a
Here is a 2-piece molecular cluster, C5H9N3 overall from the OMol25 dataset. Energies are from the ωB97M-V functional and the def2-TZVPD basis.

Cartesian coordinates (Å):
1 C -3.58 -1.01 1.09
2 C -4.44 0.20 -0.67
3 C -3.00 0.21 0.87
4 C 0.61 0.10 -0.36
5 C 1.88 0.43 -0.60
6 N -4.45 -0.94 0.07
7 N -3.51 0.99 -0.15
8 N 2.99 -0.33 -0.10
9 H -3.48 -1.87 1.79
10 H -4.96 0.32 -1.53
11 H 0.40 -0.87 0.15
12 H -0.21 0.77 -0.72
13 H 2.02 1.46 -1.05
14 H -3.19 1.85 -0.50
15 H 3.94 -0.11 -0.47
16 H 2.75 -1.34 -0.02
17 H 3.04 0.00 0.88

Results
Multiplicity: 1
Net charge: +2
Gap between HOMO and LUMO (alpha / beta), eV: 8.00 / 7.14
HOMO (alpha / beta), eV: -18.0 / -18.2

***

Version b
Here is an isolated ion of composition C5H9N3 and charge +2 from the OMol25 dataset. Energies are from the ωB97M-V functional and the def2-TZVPD basis.

Cartesian coordinates (Å):
1 C -1.04 1.95 1.11
2 C 0.59 0.73 -0.42
3 C -0.46 -0.33 1.41
4 C -0.59 -1.38 2.40
5 C 0.69 -0.05 -2.74
6 N -1.10 0.85 1.54
7 N 0.27 -0.37 0.28
8 N 0.87 0.87 -1.65
9 H -1.33 2.97 0.95
10 H 0.16 -2.16 2.29
11 H -1.58 -1.86 2.34
12 H -0.56 -0.96 3.41
13 H 0.09 -0.91 -2.46
14 H 0.22 0.47 -3.58
15 H 1.67 -0.38 -3.10
16 H 0.84 -1.22 0.15
17 H 1.27 1.77 -1.94

Results
Multiplicity: 1
Net charge: +2
Gap between HOMO and LUMO (alpha / beta), eV: 7.44 / 7.44
HOMO (alpha / beta), eV: -18.4 / -18.4

***

Calculated relative energies: version a 0.0330; version b 0.0000, given in hartree

***

Version a
Here is a 2-piece molecular cluster, C2H6O4 overall from the OMol25 dataset. Energies are from the ωB97M-V functional and the def2-TZVPD basis.

Cartesian coordinates (Å):
1 O 0.54 1.48 -0.05
2 C 0.42 0.27 -0.33
3 O -0.78 -0.22 -0.53
4 C 1.67 -0.60 -0.37
5 O 2.44 -0.43 0.81
6 H -0.65 -1.17 -0.63
7 H 2.32 -0.44 -1.25
8 H 1.24 -1.66 -0.47
9 H 2.48 0.53 0.94
10 O -3.62 -0.10 0.37
11 H -3.87 -0.99 0.60
12 H -2.68 -0.06 0.17

Results
Multiplicity: 1
Gap between HOMO and LUMO, eV: 11.11
HOMO, eV: -11.0

***

Version b
Here is a 2-piece molecular cluster, C2H6O4 overall from the OMol25 dataset. Energies are from the ωB97M-V functional and the def2-TZVPD basis.

Cartesian coordinates (Å):
1 C -1.14 0.97 -0.92
2 C -0.58 -0.01 0.07
3 O 1.00 -0.22 -0.25
4 O 1.76 0.71 0.53
5 H -0.99 0.61 -1.94
6 H -0.65 1.94 -0.82
7 H -2.21 1.09 -0.76
8 H -0.55 0.36 1.10
9 H -1.18 -0.92 0.07
10 H 2.61 0.25 0.52
11 O 1.41 -2.46 0.74
12 O 0.52 -2.32 1.65

Results
Multiplicity: 1
Gap between HOMO and LUMO (alpha / beta), eV: 8.07 / 8.05
HOMO (alpha / beta), eV: -9.4 / -9.4

***

Calculated relative energies: version a 0.0000; version b 0.2813, given in hartree

***

Version a
Here is a 2-piece molecular cluster, C3H4NO6 overall from the OMol25 dataset. Energies are from the ωB97M-V functional and the def2-TZVPD basis.

Cartesian coordinates (Å):
1 C 1.13 2.13 0.87
2 C -0.34 0.09 -1.39
3 C -0.40 -0.10 0.10
4 N -0.44 -1.35 0.55
5 O 0.58 3.05 0.45
6 O 2.09 1.61 1.31
7 O -0.65 -2.43 -0.07
8 O -0.28 -1.61 1.88
9 O -0.29 -1.03 -2.18
10 O -0.33 0.85 0.94
11 H -1.13 0.68 -1.90
12 H 0.58 0.72 -1.55
13 H -0.43 -1.74 -1.53
14 H -0.09 -0.86 2.52

Results
Multiplicity: 1
Net charge: -1
Gap between HOMO and LUMO, eV: 7.23
HOMO, eV: -3.5

***

Version b
Here is an isolated ion of composition C3H4NO6 and charge -1 from the OMol25 dataset. Energies are from the ωB97M-V functional and the def2-TZVPD basis.

Cartesian coordinates (Å):
1 O -0.81 -2.09 -0.49
2 C -1.03 -1.31 0.45
3 O -1.44 -1.22 1.58
4 C -0.35 0.22 -0.19
5 O -0.25 0.14 -1.53
6 C 1.31 0.20 0.46
7 O 2.19 -0.45 -0.37
8 N -1.12 1.32 0.26
9 O -0.83 2.02 1.19
10 O -2.23 1.43 -0.33
11 H -0.34 -0.77 -1.61
12 H 1.45 -0.26 1.40
13 H 1.47 1.33 0.47
14 H 1.98 -0.55 -1.28

Results
Multiplicity: 1
Net charge: -1
Gap between HOMO and LUMO, eV: 8.22
HOMO, eV: -4.6

***

Calculated relative energies: version a 0.0000; version b 0.0172, given in hartree

***

Version a
Here is C24H68N3O12 as an isolated structure from the OMol25 dataset. Energies are from the ωB97M-V functional and the def2-TZVPD basis.

Cartesian coordinates (Å):
1 C -0.96 0.90 -0.11
2 O -1.80 1.95 -0.46
3 H -0.61 1.15 0.94
4 H -0.40 0.71 -0.94
5 H -1.45 -0.07 -0.11
6 C -4.38 0.56 -0.01
7 O -3.34 0.76 -0.75
8 H -4.20 0.54 1.03
9 H -4.66 -0.43 0.00
10 H -5.28 0.92 -0.12
11 H -2.52 1.09 -0.02
12 C -1.82 -1.86 -2.23
13 O -3.12 -1.40 -2.40
14 H -1.31 -1.77 -1.11
15 H -1.28 -1.32 -3.02
16 H -1.84 -3.09 -2.58
17 H -3.12 -0.65 -1.92
18 C -4.17 2.25 2.19
19 O -2.75 2.21 2.03
20 H -4.53 1.48 1.65
21 H -4.68 3.21 1.83
22 H -4.31 1.88 3.27
23 H -2.63 2.07 1.06
24 C -0.78 2.35 -2.18
25 O -0.11 3.09 -1.09
26 H -1.20 3.22 -2.77
27 H -1.44 1.58 -1.94
28 H -0.08 1.88 -2.79
29 H -0.43 2.67 -0.34
30 C -3.90 4.17 -0.80
31 O -3.83 3.76 0.63
32 H -4.54 5.13 -0.86
33 H -4.35 3.58 -1.46
34 H -3.00 4.24 -1.26
35 H -3.12 3.11 0.73
36 C -3.49 -0.77 4.66
37 O -2.27 -0.12 4.06
38 C -1.24 -1.00 3.92
39 C -0.01 -0.17 3.75
40 N -0.08 0.89 4.74
41 C 1.15 1.73 4.64
42 C 1.06 2.67 3.36
43 O -0.21 3.17 3.14
44 C -0.37 4.04 2.01
45 H -3.77 -1.79 4.29
46 H -4.31 -0.23 4.43
47 H -3.52 -0.80 5.83
48 H -1.38 -1.56 2.97
49 H -1.14 -1.56 4.79
50 H -0.03 0.36 2.76
51 H 0.82 -0.85 4.13
52 H -0.24 0.38 5.61
53 H 2.04 1.11 4.57
54 H 0.92 2.39 5.61
55 H 1.54 2.07 2.60
56 H 1.90 3.43 3.50
57 H -0.17 3.66 1.11
58 H 0.35 4.86 2.16
59 H -1.23 4.40 2.13
60 C 1.04 -0.79 -0.86
61 O 0.80 -2.00 -1.70
62 C 0.75 -3.16 -0.87
63 C 0.55 -4.43 -1.62
64 N 0.35 -5.76 -0.83
65 C 1.61 -6.06 -0.19
66 C 1.46 -7.53 0.42
67 O 2.77 -7.59 1.12
68 C 2.98 -8.86 1.91
69 H 0.85 0.07 -1.50
70 H 2.04 -0.79 -0.28
71 H 0.22 -0.50 -0.05
72 H 0.04 -2.89 -0.11
73 H 1.59 -3.16 -0.34
74 H 1.24 -4.56 -2.42
75 H -0.17 -4.32 -2.43
76 H -0.41 -5.50 -0.31
77 H 1.78 -5.29 0.51
78 H 2.51 -6.06 -0.87
79 H 1.64 -8.20 -0.34
80 H 0.53 -7.61 1.01
81 H 2.06 -9.27 2.47
82 H 3.75 -8.70 2.77
83 H 3.40 -9.51 1.11
84 C 4.55 3.22 1.52
85 O 4.30 3.43 0.05
86 C 3.83 2.36 -0.69
87 C 3.62 2.78 -2.20
88 N 2.79 1.79 -2.91
89 C 2.95 1.82 -4.30
90 C 2.14 0.83 -5.00
91 O 2.30 1.05 -6.38
92 C 1.22 0.58 -7.19
93 H 4.81 4.08 2.01
94 H 5.52 2.75 1.43
95 H 3.72 2.73 2.26
96 H 2.98 1.89 -0.30
97 H 4.70 1.58 -0.77
98 H 4.70 2.88 -2.86
99 H 3.40 3.76 -2.20
100 H 1.80 1.80 -2.37
101 H 3.98 1.66 -4.67
102 H 2.82 2.80 -4.83
103 H 0.91 1.13 -4.91
104 H 2.29 -0.17 -4.67
105 H 1.36 0.97 -8.11
106 H 0.24 1.07 -6.95
107 H 1.34 -0.50 -7.48

Results
Multiplicity: 1
Net charge: -1
Gap between HOMO and LUMO, eV: 6.51
HOMO, eV: -4.2

***

Version b
Here is a 9-piece molecular cluster, C24H68N3O12 overall from the OMol25 dataset. Energies are from the ωB97M-V functional and the def2-TZVPD basis.

Cartesian coordinates (Å):
1 C 1.17 0.89 0.70
2 O 1.31 0.76 -0.66
3 H 1.17 0.06 1.16
4 H -0.03 1.29 0.99
5 H 1.75 1.52 1.22
6 C -0.07 -2.43 -1.36
7 O 0.91 -1.61 -1.78
8 H 0.16 -3.46 -1.00
9 H -0.85 -2.37 -2.18
10 H -0.47 -2.17 -0.26
11 H 0.94 -0.79 -1.26
12 C 1.58 -3.40 2.09
13 O 0.62 -4.45 1.92
14 H 1.49 -2.93 2.86
15 H 1.59 -2.52 1.45
16 H 2.46 -3.82 2.12
17 H -0.19 -4.42 2.51
18 C 3.04 2.96 -2.10
19 O 2.70 3.03 -0.79
20 H 2.38 2.01 -2.52
21 H 4.05 2.70 -2.32
22 H 2.92 3.90 -2.80
23 H 2.20 2.11 -0.67
24 C -1.94 1.42 -1.00
25 O -0.91 1.61 -1.96
26 H -2.00 2.29 -0.47
27 H -1.93 0.46 -0.38
28 H -2.88 1.17 -1.41
29 H 0.00 1.62 -1.46
30 C 4.00 -1.14 0.46
31 O 3.98 0.25 -0.02
32 H 3.86 -1.27 1.42
33 H 4.70 -1.53 0.23
34 H 3.17 -1.76 0.10
35 H 3.02 0.41 -0.08
36 C 0.62 1.88 -5.44
37 O 1.86 1.14 -5.44
38 C 1.78 -0.05 -4.57
39 C 3.16 -0.77 -4.39
40 N 3.04 -2.06 -3.87
41 C 4.23 -2.58 -3.27
42 C 3.92 -4.01 -2.44
43 O 5.07 -4.40 -1.79
44 C 4.82 -5.35 -0.84
45 H 0.84 2.36 -6.54
46 H 0.42 2.64 -4.53
47 H -0.27 1.27 -5.34
48 H 1.10 -0.81 -5.08
49 H 1.33 0.24 -3.47
50 H 3.94 -0.30 -3.80
51 H 3.93 -0.85 -5.24
52 H 2.26 -2.11 -3.12
53 H 4.54 -2.01 -2.35
54 H 5.11 -2.47 -3.93
55 H 3.58 -4.72 -3.18
56 H 3.05 -3.82 -1.84
57 H 4.27 -6.38 -1.28
58 H 4.22 -5.25 -0.12
59 H 5.84 -5.72 -0.59
60 C -0.34 4.20 1.22
61 O -1.53 4.78 1.25
62 C -1.78 5.57 0.11
63 C -3.31 5.66 0.11
64 N -3.62 6.42 -1.19
65 C -5.08 6.51 -1.41
66 C -5.29 7.04 -2.86
67 O -6.67 6.98 -3.11
68 C -6.99 5.80 -3.86
69 H 0.25 5.00 0.92
70 H -0.17 3.56 0.34
71 H 0.04 3.73 2.12
72 H -1.51 4.98 -0.77
73 H -1.39 6.52 0.20
74 H -3.71 6.32 1.03
75 H -3.71 4.65 -0.03
76 H -3.37 5.95 -2.08
77 H -5.41 7.10 -0.61
78 H -5.26 5.44 -1.32
79 H -4.78 6.43 -3.72
80 H -5.11 8.21 -2.70
81 H -6.82 5.99 -4.81
82 H -8.16 5.71 -3.53
83 H -6.64 4.80 -3.47
84 C 0.60 0.41 4.13
85 O -0.22 -0.60 4.74
86 C -1.06 -1.34 3.76
87 C -1.47 -2.70 4.53
88 N -1.64 -3.88 3.59
89 C -1.47 -5.14 4.36
90 C -2.38 -5.32 5.56
91 O -2.21 -6.65 6.21
92 C -1.11 -6.87 7.07
93 H 1.64 0.04 3.86
94 H 1.01 0.99 5.00
95 H 0.04 1.23 3.39
96 H -0.28 -1.63 3.01
97 H -2.06 -0.79 3.40
98 H -2.34 -2.56 5.10
99 H -0.61 -2.83 5.08
100 H -2.55 -3.74 3.19
101 H -0.55 -5.38 4.57
102 H -1.83 -5.98 3.70
103 H -3.50 -5.21 4.99
104 H -1.99 -4.76 6.50
105 H -0.93 -8.00 7.36
106 H -1.22 -6.27 8.11
107 H -0.06 -6.67 6.67

Results
Multiplicity: 1
Net charge: -1
Gap between HOMO and LUMO, eV: 7.42
HOMO, eV: -5.4

***

Calculated relative energies: version a 0.2479; version b 0.0000, given in hartree

***

Version a
Here is a 2-piece molecular cluster, C2H3F3O overall from the OMol25 dataset. Energies are from the ωB97M-V functional and the def2-TZVPD basis.

Cartesian coordinates (Å):
1 C 1.09 0.11 0.49
2 C -1.28 -0.02 -0.07
3 O 1.67 -0.76 -0.33
4 F -1.51 0.97 -1.02
5 F -1.94 0.30 1.05
6 F -1.66 -1.15 -0.61
7 H 0.99 1.28 0.20
8 H 1.34 -0.10 1.53
9 H 1.30 -0.63 -1.24

Results
Multiplicity: 1
Gap between HOMO and LUMO (alpha / beta), eV: 8.93 / 8.93
HOMO (alpha / beta), eV: -8.7 / -8.8

***

Version b
Here is C2H3F3O as an isolated structure from the OMol25 dataset. Energies are from the ωB97M-V functional and the def2-TZVPD basis.

Cartesian coordinates (Å):
1 C 0.02 1.10 -0.11
2 C 0.38 -0.39 0.01
3 O -1.26 -1.16 0.59
4 F 0.70 -1.09 -1.06
5 F 1.18 -0.67 0.98
6 F -1.12 -2.47 0.28
7 H 0.75 1.78 0.56
8 H -1.03 1.40 -0.09
9 H 0.39 1.51 -1.16

Results
Multiplicity: 1
Gap between HOMO and LUMO, eV: 10.90
HOMO, eV: -10.3

***

Calculated relative energies: version a 0.0000; version b 0.0735, given in hartree